Record 1
Here is C21H42CaF4N2O26S4 as an isolated structure from the Open Molecules 2025 dataset. Energies are from ωB97M-V/def2-TZVPD.

Cartesian coordinates (Å):
Ca -1.676 3.332 2.197
N -0.448 1.776 1.208
S 0.797 1.723 0.360
O 0.714 1.586 -1.103
O 2.031 1.334 0.976
F 0.843 3.337 0.372
S -0.827 0.091 0.810
O 0.248 -0.840 0.481
O -2.135 0.027 0.159
F -1.060 -0.362 2.326
N 1.280 1.710 6.038
S 0.985 3.134 6.576
O -0.418 3.520 6.551
O 2.051 4.168 6.563
F 1.117 2.753 8.136
S 1.296 2.324 4.361
O 2.525 2.932 3.832
O 0.039 2.894 3.886
F 1.283 0.884 3.619
C -1.473 2.061 -4.032
O -1.224 1.744 -5.400
C -1.365 2.550 -6.486
O -1.552 2.068 -7.597
O -1.588 3.888 -6.054
C -1.641 4.881 -7.065
H -0.892 1.300 -3.510
H -2.538 1.979 -3.817
H -1.158 3.089 -3.850
H -0.686 4.890 -7.590
H -1.878 5.866 -6.662
H -2.338 4.533 -7.827
C -1.279 -4.084 3.821
O -0.720 -3.074 4.706
C 0.470 -2.348 4.588
O 0.972 -1.576 5.489
O 1.095 -2.648 3.397
C 2.416 -2.222 3.029
H -0.522 -4.809 3.521
H -1.571 -3.602 2.888
H -2.083 -4.710 4.208
H 3.039 -2.044 3.905
H 2.354 -1.283 2.479
H 2.855 -2.841 2.246
C -3.989 -1.693 2.696
O -4.394 -3.035 2.731
C -5.624 -3.512 3.228
O -6.546 -2.916 3.777
O -5.833 -4.729 2.834
C -4.791 -5.681 2.549
H -2.912 -1.736 2.535
H -4.228 -1.244 3.660
H -4.428 -1.120 1.879
H -4.814 -5.911 1.483
H -5.048 -6.654 2.967
H -3.785 -5.397 2.859
C -2.804 -3.033 -1.208
C -1.849 -3.862 -0.379
O -2.125 -5.250 -0.702
C -1.793 -6.234 0.199
O -1.522 -6.141 1.419
O -1.895 -7.474 -0.433
C -2.049 -8.564 0.414
H -3.821 -3.240 -0.875
H -2.893 -3.306 -2.260
H -2.515 -1.986 -1.299
H -1.992 -3.636 0.678
H -0.771 -3.787 -0.523
H -2.516 -9.422 -0.071
H -2.536 -8.251 1.338
H -0.993 -8.797 0.551
C 1.998 -1.657 -2.043
C 1.786 -0.523 -3.032
O 2.934 0.266 -3.074
C 2.981 1.415 -3.693
O 3.862 2.224 -3.412
O 2.050 1.548 -4.758
C 1.942 2.827 -5.321
H 1.075 -2.183 -1.796
H 2.398 -1.173 -1.151
H 2.750 -2.357 -2.407
H 0.891 0.013 -2.716
H 1.683 -0.937 -4.035
H 1.273 2.753 -6.178
H 2.911 3.080 -5.753
H 1.439 3.472 -4.600
C 5.756 4.871 0.980
C 4.371 4.205 1.110
O 3.467 5.078 0.466
C 3.411 5.173 -0.930
O 4.165 4.634 -1.800
O 2.366 6.010 -1.270
C 2.247 6.210 -2.677
H 6.573 4.254 1.355
H 5.762 5.852 1.456
H 6.074 5.077 -0.042
H 4.012 4.269 2.138
H 4.160 3.187 0.785
H 3.046 6.907 -2.930
H 1.325 6.705 -2.985
H 2.418 5.479 -3.467

Results
* frontier orbital gap (alpha / beta): 0.202 / 0.092 Ha
* total charge: +1
* electronic energy: -5560.32107 hartree
* expectation value of S²: 0.764
* spin multiplicity: 2
* E_LUMO (alpha / beta): -0.2351 / -0.3446 Eh
* max |F|: 11.5 eV/Å



Record 2
Here is C21H42MnO21 as an isolated structure from the Open Molecules 2025 dataset. Energies are from ωB97M-V/def2-TZVPD.

Cartesian coordinates (Å):
Mn 0.129 -0.036 -0.278
C -0.703 2.691 5.190
O -1.191 1.864 4.097
C -1.116 2.268 2.800
O -0.922 1.478 1.843
O -1.422 3.553 2.679
C -1.461 4.184 1.388
H -1.263 3.607 5.004
H 0.364 2.913 5.158
H -0.897 2.391 6.220
H -2.400 4.716 1.235
H -1.289 3.602 0.483
H -0.611 4.859 1.284
C -2.899 -4.195 -2.503
O -2.447 -2.946 -2.039
C -1.085 -2.529 -2.148
O -0.648 -1.485 -1.658
O -0.312 -3.321 -2.914
C 1.092 -3.098 -3.035
H -3.776 -4.197 -3.150
H -3.281 -4.719 -1.627
H -2.058 -4.791 -2.857
H 1.641 -3.941 -3.455
H 1.452 -3.017 -2.009
H 1.513 -2.188 -3.463
C -4.629 2.029 -0.453
O -3.200 1.612 -0.415
C -2.238 1.819 -1.336
O -1.157 1.240 -1.208
O -2.515 2.799 -2.232
C -1.501 3.325 -3.083
H -4.909 2.878 0.171
H -5.235 1.202 -0.082
H -5.055 2.356 -1.401
H -0.492 3.086 -2.745
H -1.545 4.413 -3.058
H -1.594 2.862 -4.065
C 1.344 -4.985 0.000
O 0.830 -3.703 0.234
C 1.502 -2.711 0.957
O 1.291 -1.477 0.764
O 2.390 -3.353 1.914
C 3.197 -2.567 2.778
H 1.572 -5.557 0.899
H 2.215 -4.905 -0.652
H 0.537 -5.543 -0.474
H 3.601 -3.111 3.632
H 2.558 -1.746 3.105
H 4.025 -2.235 2.151
C 4.278 2.541 0.470
O 3.560 2.053 1.635
C 2.374 1.389 1.437
O 1.760 1.191 0.406
O 2.134 0.610 2.591
C 2.727 0.920 3.892
H 4.829 1.758 -0.052
H 4.892 3.372 0.817
H 3.702 3.055 -0.299
H 3.731 1.343 3.858
H 2.843 -0.041 4.394
H 1.966 1.421 4.490
C 0.063 0.374 -4.752
O 1.403 0.836 -4.407
C 1.910 0.860 -3.148
O 1.383 0.575 -2.041
O 3.176 1.518 -3.139
C 3.861 1.873 -4.305
H -0.196 -0.681 -4.659
H -0.245 0.531 -5.786
H -0.650 0.956 -4.168
H 4.864 2.195 -4.024
H 3.501 2.819 -4.710
H 3.878 1.106 -5.080
C -4.125 -1.710 0.315
O -3.561 -1.619 1.599
C -2.262 -1.607 1.840
O -1.381 -1.307 0.987
O -2.122 -1.768 3.202
C -0.965 -1.361 4.006
H -3.769 -0.803 -0.174
H -5.206 -1.675 0.448
H -3.725 -2.609 -0.155
H -0.025 -1.907 3.935
H -1.339 -1.284 5.027
H -0.665 -0.318 3.902

Results
* frontier orbital gap (alpha / beta): 0.410 / 0.421 Ha
* energy relative to the best compared isomer or geometry (same formula, charge and spin): 116.1 kcal per mole
* total charge: +2
* electronic energy: -3555.86548 hartree
* expectation value of S²: 8.752
* spin multiplicity: 6
* E_LUMO (alpha / beta): -0.1448 / -0.1451 Eh
* max |F|: 5.4 eV/Å



Record 3
Here is a 2-piece molecular cluster, C21H42N3O7SSi overall from the Open Molecules 2025 dataset. Energies are from ωB97M-V/def2-TZVPD.

Cartesian coordinates (Å):
C 3.694 1.085 2.675
C 4.786 0.916 1.595
C 5.084 -0.600 1.345
C 4.524 1.734 0.307
C 3.061 1.745 -0.199
C 2.692 0.309 -0.649
C 2.994 2.762 -1.384
O 2.032 3.821 -1.192
N 0.761 3.372 -1.087
C -0.198 3.955 -0.270
C -1.348 3.276 -0.412
C -2.642 3.612 0.283
C -2.990 2.717 1.486
O -3.106 1.349 1.120
Si -2.343 0.270 2.185
C -2.225 -1.381 1.245
C -0.582 0.768 2.671
C -3.376 -0.010 3.733
N -1.103 2.228 -1.319
C -2.035 1.191 -1.772
C -1.468 0.290 -2.896
O -2.116 0.219 -3.921
N -0.243 -0.393 -2.738
C -0.341 -1.560 -1.837
C 0.389 -0.720 -4.027
C 0.154 2.371 -1.684
H 3.934 0.407 3.508
H 2.685 0.825 2.332
H 3.752 2.101 3.091
H 5.707 1.326 2.038
H 5.917 -0.967 1.949
H 4.164 -1.155 1.589
H 5.247 -0.781 0.274
H 4.772 2.785 0.551
H 5.214 1.467 -0.510
H 2.352 2.105 0.561
H 3.526 -0.133 -1.207
H 2.485 -0.282 0.254
H 1.789 0.249 -1.272
H 2.879 2.248 -2.354
H 3.965 3.265 -1.449
H -0.019 4.813 0.366
H -3.454 3.530 -0.459
H -2.625 4.667 0.586
H -2.282 2.919 2.306
H -3.989 3.034 1.830
H -2.394 -2.225 1.918
H -1.229 -1.385 0.781
H -2.942 -1.351 0.408
H -0.130 1.324 1.833
H -0.028 -0.140 2.930
H -0.650 1.476 3.510
H -3.923 0.893 4.041
H -4.112 -0.813 3.602
H -2.680 -0.282 4.542
H -2.189 0.522 -0.908
H -3.022 1.567 -2.045
H 0.284 -2.351 -2.274
H -1.358 -1.969 -1.766
H 0.090 -1.373 -0.846
H 0.187 0.013 -4.811
H 1.478 -0.737 -3.852
H 0.112 -1.728 -4.366
H 0.719 1.780 -2.394
C -2.884 -6.088 -1.503
C -2.984 -4.582 -1.395
O -2.884 -4.309 0.007
S -1.922 -5.412 0.694
O -0.620 -4.861 0.813
O -2.613 -5.980 1.789
O -1.916 -6.463 -0.519
H -3.832 -6.568 -1.251
H -2.566 -6.413 -2.490
H -3.919 -4.196 -1.794
H -2.145 -4.094 -1.897

Results
* frontier orbital gap: 0.379 Ha
* energy relative to the best compared isomer or geometry (same formula, charge and spin): 0.0 kcal per mole
* total charge: +1
* electronic energy: -2203.72958 hartree
* E_LUMO: -0.0857 Eh
* max |F|: 3.3 eV/Å



Record 4
Here is C21H43BHgO2P2 as an isolated structure from the Open Molecules 2025 dataset. Energies are from ωB97M-V/def2-TZVPD.

Cartesian coordinates (Å):
P 0.704 -2.102 -2.390
P 0.283 1.339 -1.728
C 0.470 -0.763 -3.566
C 1.177 0.505 -3.169
H -0.963 -0.501 -3.653
H 0.755 -1.115 -4.572
H 2.238 0.362 -2.918
H 1.135 1.179 -4.034
C -0.182 2.750 -2.869
H -0.708 3.516 -2.285
H -0.834 2.453 -3.696
H 0.727 3.189 -3.298
C 1.326 2.472 -0.674
H 1.193 3.513 -0.996
H 2.385 2.185 -0.750
H 1.008 2.355 0.375
C 0.519 -3.448 -3.655
H 0.441 -4.423 -3.154
H 1.393 -3.445 -4.322
H -0.377 -3.288 -4.267
C 2.377 -2.437 -1.801
H 2.925 -1.506 -1.625
H 2.914 -3.024 -2.559
H 2.336 -3.013 -0.871
Hg 2.331 -0.057 0.798
C -1.727 0.778 -2.055
C -1.918 0.219 -3.423
C -3.258 -0.442 -3.650
C -3.452 -1.784 -2.916
C -2.232 -2.570 -2.794
C -1.276 -2.472 -1.768
C -1.349 -1.407 -0.611
C -2.094 -0.085 -0.851
C 2.911 -2.009 1.535
H -2.203 1.763 -1.947
H -1.840 1.018 -4.169
H -3.375 -0.595 -4.734
H -4.039 0.259 -3.331
H -3.881 -1.597 -1.926
H -4.181 -2.386 -3.471
H -2.168 -3.426 -3.473
H -1.004 -3.468 -1.348
H -0.329 -1.170 -0.266
H -1.814 -1.912 0.256
H -3.182 -0.268 -0.812
H -1.921 0.537 0.046
H 3.397 -2.018 2.526
H 3.540 -2.500 0.783
H 1.946 -2.524 1.630
C 1.014 -0.142 5.579
C 0.257 0.678 4.539
C -1.172 0.725 5.028
O 0.316 -0.011 3.285
B 1.288 0.631 2.555
O 1.727 1.826 3.078
C 0.910 2.074 4.224
C -0.135 3.117 3.838
C 1.784 2.666 5.313
H 0.786 0.214 6.594
H 2.101 -0.113 5.433
H 0.688 -1.187 5.498
H -1.589 -0.287 5.084
H -1.156 1.174 6.030
H -1.815 1.331 4.386
H -0.821 3.277 4.680
H 0.360 4.066 3.592
H -0.702 2.822 2.944
H 2.646 2.033 5.545
H 2.169 3.636 4.981
H 1.223 2.835 6.248

Results
* frontier orbital gap (alpha / beta): 0.171 / 0.150 Ha
* energy relative to the best compared isomer or geometry (same formula, charge and spin): 54.0 kcal per mole
* electronic energy: -1837.08326 hartree
* E_LUMO (alpha / beta): -0.0245 / -0.0356 Eh
* max |F|: 3.9 eV/Å



Record 5
Here is C21H43N2P3RhS as an isolated structure from the Open Molecules 2025 dataset. Energies are from ωB97M-V/def2-TZVPD.

Cartesian coordinates (Å):
Rh -0.343 -0.089 0.828
P -2.471 0.788 1.340
P 0.338 -0.280 3.025
P -0.778 -2.417 0.662
H 3.326 -0.209 -7.416
C 2.447 -0.873 -7.472
C 1.244 -0.392 -7.808
H 1.119 0.682 -8.026
C -2.628 2.601 1.074
C -3.181 0.565 3.027
C -3.801 0.141 0.242
C 2.077 -0.836 3.040
C 0.392 1.173 4.141
C -0.481 -1.468 4.178
C -1.201 -3.094 -0.996
C -2.260 -2.925 1.632
C 0.533 -3.561 1.252
H 2.664 -1.955 -7.416
H 0.391 -1.044 -8.057
H -2.131 2.875 0.139
H -2.170 3.152 1.909
H -3.695 2.874 1.014
H -2.502 0.951 3.797
H -3.387 -0.495 3.222
H -4.129 1.118 3.085
H -3.639 0.492 -0.782
H -4.769 0.514 0.602
H -3.821 -0.955 0.244
H 2.413 -0.971 4.079
H 2.692 -0.073 2.560
H 2.194 -1.779 2.498
H 0.573 0.831 5.167
H -0.552 1.729 4.126
H 1.205 1.844 3.850
H -0.025 -1.335 5.167
H -0.343 -2.510 3.873
H -1.550 -1.255 4.271
H -1.371 -4.176 -0.916
H -0.376 -2.913 -1.693
H -2.100 -2.604 -1.385
H -2.301 -4.023 1.659
H -3.183 -2.564 1.164
H -2.225 -2.565 2.665
H 0.273 -4.581 0.933
H 0.635 -3.548 2.345
H 1.490 -3.286 0.799
C 0.479 -0.292 -2.611
C 1.620 -1.048 -2.267
C 2.646 -1.247 -3.188
C 2.561 -0.657 -4.452
C 1.463 0.147 -4.777
C 0.400 0.292 -3.903
S -0.889 -0.068 -1.620
H 0.318 -1.292 -0.179
H 1.712 -1.496 -1.280
H 3.500 -1.863 -2.904
H 3.330 -0.857 -5.199
H 1.382 0.590 -5.767
H -0.508 0.835 -4.170
C 1.507 5.119 1.648
N 1.398 3.800 1.054
C 2.112 3.335 -0.046
C 1.705 2.031 -0.255
N 0.749 1.735 0.695
C 0.569 2.813 1.460
H 2.539 5.338 1.927
H 1.174 5.888 0.937
H 0.887 5.173 2.539
H 2.854 3.906 -0.570
H 2.020 1.320 -1.008
H -0.123 2.941 2.296

Results
* frontier orbital gap (alpha / beta): 0.258 / 0.131 Ha
* energy relative to the best compared isomer or geometry (same formula, charge and spin): 14.4 kcal per mole
* total charge: +3
* electronic energy: -2467.19454 hartree
* expectation value of S²: 6.036
* spin multiplicity: 5
* E_LUMO (alpha / beta): -0.3058 / -0.4670 Eh
* max |F|: 3.2 eV/Å



Record 6
Here is C21H43N2P3SSeTc as an isolated structure from the Open Molecules 2025 dataset. Energies are from ωB97M-V/def2-TZVPD.

Cartesian coordinates (Å):
Tc 0.105 -0.584 0.591
P -1.232 -2.308 1.162
P 1.691 -0.700 2.204
P 1.443 -1.635 -0.971
H -2.706 4.125 -6.176
C -2.732 3.183 -6.732
C -3.716 2.287 -6.616
H -4.637 2.525 -6.085
C -2.653 -1.954 2.253
C -0.454 -3.690 2.079
C -2.002 -3.079 -0.306
C 2.941 0.629 2.348
C 1.013 -0.722 3.904
C 2.809 -2.156 2.345
C 0.818 -1.597 -2.693
C 1.771 -3.434 -0.786
C 3.152 -1.020 -1.218
H -1.915 3.004 -7.443
H -3.647 1.339 -7.152
H -3.289 -1.175 1.814
H -2.296 -1.616 3.235
H -3.223 -2.888 2.372
H -0.077 -3.341 3.048
H 0.373 -4.144 1.519
H -1.230 -4.445 2.260
H -2.609 -2.327 -0.829
H -2.659 -3.893 0.028
H -1.261 -3.474 -1.013
H 3.632 0.337 3.152
H 2.464 1.582 2.613
H 3.504 0.749 1.412
H 1.791 -1.152 4.551
H 0.104 -1.335 3.969
H 0.796 0.299 4.240
H 3.407 -1.973 3.249
H 3.486 -2.252 1.486
H 2.239 -3.084 2.484
H 1.450 -2.250 -3.312
H 0.848 -0.579 -3.100
H -0.216 -1.960 -2.748
H 2.402 -3.736 -1.633
H 0.847 -4.025 -0.806
H 2.315 -3.648 0.141
H 3.645 -1.692 -1.935
H 3.720 -1.017 -0.280
H 3.121 0.000 -1.625
C 0.409 2.174 -2.306
C -0.934 1.860 -2.588
C -1.407 2.113 -3.880
C -0.560 2.741 -4.802
C 0.751 3.094 -4.499
C 1.245 2.798 -3.243
Se 1.280 1.842 -0.649
H 0.223 0.488 -0.777
H -1.586 1.424 -1.825
H -2.427 1.838 -4.177
H -0.909 2.993 -5.794
H 1.358 3.594 -5.251
H 2.266 3.043 -2.980
C -2.343 1.193 4.452
N -1.323 2.046 3.870
C -0.537 2.948 4.574
C 0.353 3.472 3.693
N 0.113 2.867 2.465
C -0.912 1.980 2.576
S -1.632 1.061 1.327
H -3.200 1.136 3.775
H -1.952 0.178 4.607
H -2.641 1.614 5.417
H -0.714 3.131 5.621
H 1.106 4.229 3.806
H 0.641 2.968 1.592

Results
* frontier orbital gap (alpha / beta): 0.224 / 0.145 Ha
* energy relative to the best compared isomer or geometry (same formula, charge and spin): 0.0 kcal per mole
* total charge: +4
* electronic energy: -4838.40627 hartree
* expectation value of S²: 3.776
* spin multiplicity: 4
* E_LUMO (alpha / beta): -0.4787 / -0.5548 Eh
* max |F|: 4.3 eV/Å



Question: electronic energy of number 1 (C21H42CaF4N2O26S4)?
Answer: -5560.32107 hartree